Formula: C15H32InN3O3
Source: the OMol25 dataset
Level of theory: wB97M-V/def2-TZVPD

The geometry in XYZ format:
```
54
C15H32InN3O3 | the OMol25 dataset | wB97M-V/def2-TZVPD
In 30.7808 4.3590 0.1967
C 28.3766 8.6393 1.4817
C 29.1163 8.4764 2.7875
C 28.0481 8.7614 3.8231
C 28.4613 8.5085 5.2519
C 28.6473 6.9898 5.3706
C 29.7170 6.3762 4.3452
N 29.4927 7.0179 2.9725
O 30.3677 6.5478 2.1276
C 29.5792 4.8510 4.3138
C 31.0988 6.7489 4.9149
C 30.3028 9.4332 3.0365
H 28.1750 9.6864 1.2696
H 27.4948 8.0145 1.3486
H 29.0563 8.2610 0.7119
H 27.1428 8.1753 3.6482
H 27.6861 9.7802 3.6774
H 27.6177 8.8308 5.8605
H 29.4054 8.9425 5.5773
H 27.7510 6.3772 5.2776
H 29.1308 6.8348 6.3354
H 29.4495 4.4663 5.3242
H 30.4699 4.3816 3.9014
H 28.6939 4.6204 3.7226
H 31.6349 6.0093 5.5100
H 31.1208 7.6432 5.5384
H 31.8588 6.9853 4.1655
H 30.9927 9.1156 3.8172
H 30.0788 10.4865 3.1947
H 31.0014 9.4306 2.1948
C 31.2929 3.5673 -4.3897
C 30.5559 4.7503 -3.8141
O 30.0852 4.6816 -2.6650
N 30.2206 5.6594 -4.7457
C 29.2540 6.7290 -4.7025
H 30.8227 2.6992 -3.9326
H 32.3650 3.5170 -4.1993
H 31.1477 3.6165 -5.4668
H 30.8539 5.6385 -5.5302
H 28.4977 6.6363 -3.9245
H 28.5499 6.8074 -5.5343
H 29.8190 7.6609 -4.7124
C 27.6460 1.5542 3.3714
C 29.0310 1.7138 2.8174
O 29.3894 2.7138 2.1761
N 29.9185 0.6922 2.7173
C 29.6475 -0.7267 2.8628
H 27.2410 2.4364 3.8642
H 27.4941 0.6500 3.9586
H 26.9170 1.4256 2.5666
H 30.9088 0.8582 2.6324
H 28.5726 -0.7502 2.6799
H 29.7694 -1.0247 3.9056
H 30.1788 -1.3852 2.1818
```

Values from the calculation:
Spin multiplicity: 1
Charge: +2
LUMO in eV: -9.89

Formula: C2H7O4
Source: the OMol25 dataset
Level of theory: wB97M-V/def2-TZVPD

The geometry in XYZ format:
```
13
C2H7O4 | the OMol25 dataset | wB97M-V/def2-TZVPD
O 0.6853 -1.2146 -1.9309
C -0.0583 -0.2260 -2.1618
O -0.6554 0.4664 -1.2923
C -0.4062 0.1053 -3.6124
H -1.3977 -0.2807 -3.8646
H -0.5812 1.1843 -3.6416
H 0.3431 -0.3119 -4.2770
H 1.5851 2.7688 6.2560
H 0.5715 1.7136 6.6397
O 1.0291 2.4931 6.9877
H -0.8789 -1.0207 0.3814
H -0.0164 -1.8777 -0.3684
O -0.6058 -1.9721 0.4362
```

Values from the calculation:
Spin multiplicity: 1
ΔE to the lowest compared entry with this formula, charge and spin in eV: 0.534
Charge: -1
LUMO in eV: 2.89